Below is a molecular structure, C42H79As3BrCrN3O4PSe in a non-equilibrium geometry, with properties calculated with ωB97M-V/def2-TZVPD.

**LUMO level (spin up / spin down)**: -0.10 / 0.40 eV
**Gap between HOMO and LUMO (spin up / spin down)**: 6.64 / 7.16 eV
**Energy relative to the best compared isomer or geometry (same formula, charge and spin)**: 0.0 kJ/mol
**Spin multiplicity**: 4

Atoms and positions in Å:
Br1 -0.50287 3.66323 0.39307
H1 1.37503 2.04149 3.61610
C1 0.57980 -1.08362 4.26201
H2 -1.55120 -0.86782 -3.01620
H3 -3.39597 3.67759 2.09840
C2 -0.18264 0.43441 -4.09343
H4 -5.01832 -3.92432 0.05916
C3 -0.50607 -0.84568 -3.32756
N1 -2.36062 2.42363 3.41959
C4 -0.61136 3.22179 -1.45454
H5 -0.50711 3.03397 4.23562
H6 -3.98032 -2.79710 0.96299
H7 3.74269 -1.25024 -3.04863
H8 -4.00536 1.37188 4.84601
H9 3.55776 -2.57733 -1.86895
H10 -3.93911 -1.82281 3.09246
H11 4.90605 -4.19263 1.31205
H12 0.49265 6.25950 -4.24929
H13 -4.12118 -5.99025 -0.26948
O1 -1.19340 0.51183 1.94531
H14 5.34928 -0.89999 -0.79479
C5 -0.54806 -4.57748 -0.63472
C6 6.32398 -0.89260 -0.30854
H15 -5.04211 1.91089 2.85823
H16 3.07427 2.52866 3.43256
H17 4.51261 0.74846 4.31156
H18 -3.78860 1.85277 -0.65220
C7 -4.09643 -3.34320 0.02569
H19 3.45680 2.51743 -0.69083
H20 4.20904 0.03936 0.66123
H21 1.78730 3.47710 2.67253
H22 1.59237 -4.81237 -0.52140
C8 2.60766 -0.73164 -1.31231
C9 -1.23728 4.96411 -6.01320
O2 1.78966 -1.20748 -0.41844
As1 6.44153 -2.13260 1.21597
H23 -1.91228 4.17060 -6.34298
H24 -0.32551 -1.70677 -3.97984
H25 5.57345 -1.90287 3.52816
H26 -4.12421 0.14930 -0.25565
C10 4.03886 -0.63812 2.69569
H27 3.94352 -0.83550 4.85720
C11 3.80744 -0.05854 4.09985
O3 -0.05967 0.88100 -1.09714
H28 1.11138 -3.84752 3.36867
C12 -0.80250 -5.94282 -0.78164
C13 -2.91078 5.64142 -4.29312
H29 3.24108 -2.57208 3.19877
H30 -3.71990 -0.18568 5.63427
H31 6.55879 0.12385 0.00552
C14 -3.97186 0.29651 4.68515
H32 -4.96767 -0.05307 4.38840
As2 2.27530 1.43234 1.26297
H33 -4.17554 -2.59645 -0.76839
C15 5.47546 -1.20456 2.69151
C16 2.10948 2.47102 2.93415
C17 3.07139 2.89502 0.24941
C18 -3.11161 -5.60074 -0.36839
H34 -3.53932 4.11349 3.81737
C19 3.05346 -1.78657 2.46428
Se1 -1.45811 -1.79117 -0.08352
H35 -3.08648 5.89722 -3.24583
H36 -0.41984 -3.51573 2.51865
H37 -0.84451 2.68834 -5.17743
H38 3.22076 -2.21192 1.47649
C20 -2.94275 -1.46967 3.38132
H39 -0.93578 -0.62976 -5.81370
H40 -2.91356 -8.34945 0.01765
H41 -0.63195 1.06590 -6.15299
C21 -3.49335 1.01173 -0.01759
H42 4.70200 1.22542 1.84929
H43 -0.43821 -1.45156 4.38618
H44 3.87435 3.32080 0.84977
C22 -1.43414 5.29255 -4.53081
C23 -4.99807 1.58531 1.81911
C24 -1.60506 -3.71527 -0.32495
H45 -2.05858 0.59327 -5.20519
H46 0.57531 -0.00980 4.43947
H47 -0.77819 6.91186 -3.20482
O4 3.03332 0.41909 -1.32727
H48 -3.20408 6.49784 -4.90846
H49 1.56820 -0.46567 -5.01878
H50 -1.07524 1.42555 4.73798
H51 2.19264 -2.11539 -2.88403
C25 -0.47120 1.73818 -3.32264
C26 5.17918 -3.48042 0.53380
C27 1.31106 0.44151 -4.46132
H52 -0.76094 7.32174 -4.91823
H53 -1.39001 -8.51035 -0.86730
H54 1.23353 -1.57382 4.97942
H55 1.92447 0.49610 -3.56253
C28 -2.86327 3.73349 3.04335
H56 -2.04286 4.44622 2.92287
H57 -5.46165 2.35833 1.20067
H58 6.15924 -0.38032 2.92008
C29 -2.06992 -6.47975 -0.64181
H59 -0.20816 4.65208 -6.20927
C30 -0.79162 2.84231 -4.10860
H60 7.07370 -1.20153 -1.03689
C31 -1.38774 2.44232 4.50745
H61 2.32784 3.65668 0.05471
H62 -5.58436 0.66556 1.71145
H63 -2.62767 -2.03692 4.26370
C32 -1.00516 0.37568 -5.39413
H64 -1.83066 2.88263 5.40606
H65 4.27629 -3.04839 0.10437
H66 2.79501 0.32940 4.19643
C33 -0.95521 4.28578 -2.26400
C34 -2.32643 -7.95494 -0.81374
C35 0.85216 -4.09905 -0.89496
N2 -3.62008 1.38953 1.38901
H67 1.00618 -3.99919 -1.97422
H68 1.03340 -3.88564 1.59167
Cr1 0.37814 -0.13384 0.52457
C36 -0.56709 6.51932 -4.20095
H69 5.70670 -4.02344 -0.25117
C37 0.66117 -3.39516 2.48772
H70 -1.14813 5.24653 -1.80300
P1 -2.46792 1.04040 2.51453
As3 1.10901 -1.50317 2.43097
H71 -2.46963 0.74549 -0.24934
C38 3.06294 -1.73203 -2.35060
H72 0.02795 -6.60033 -1.02660
C39 -2.90717 -4.23633 -0.21881
N3 -2.95991 -0.04232 3.69201
H73 -3.55061 4.79404 -4.54923
C40 -1.04547 4.11744 -3.63400
C41 -0.35310 1.89460 -1.89957
H74 -2.25362 -1.67176 2.56153
H75 1.54435 1.30962 -5.08410
H76 -1.44369 5.85241 -6.61389
H77 0.10333 -0.96194 -2.44463
H78 -2.88486 -8.14558 -1.73305
C42 3.95188 0.46326 1.62745
H79 1.03273 -3.12616 -0.45607

Forces on atoms 1 to 3 (eV/Å):
Br 0.0 -0.3 0.4
H 0.1 0.0 0.0
C -0.1 0.2 -0.1



Below is 12 unconnected molecules or ions with the total composition C42H82Cl6O18S8 in a non-equilibrium geometry, with properties calculated with ωB97M-V/def2-TZVPD.

**Structure (SMILES)**: O=S1(=O)CCCC1.O=S1(=O)CCCC1.O=S1(=O)CCCC1.O=S1(=O)CCCC1.O=S1(=O)CCCC1.O=S1(=O)CCCC1.O=S1(=O)CCCC1.O=S1(=O)CCCC1.O=C1CCCO1.ClCCCl.ClCCCl.ClCCCl
**LUMO level**: 0.09 eV
**Gap between HOMO and LUMO**: 10.19 eV

Atoms and positions in Å:
S1 -1.39701 -2.44114 -4.50783
Cl1 -0.93612 -6.04490 -2.88353
C1 1.05515 -2.45305 -5.61850
C2 -6.06979 1.70078 -3.85385
C3 -1.14325 -0.06023 -0.57300
O1 0.93878 -2.22073 7.75103
H1 6.71458 -0.56111 0.49998
H2 0.50587 -3.49241 -3.73136
H3 0.95583 -0.38744 -6.27420
H4 -3.99632 -3.18488 -1.80776
H5 4.40887 0.40941 1.07931
S2 2.00246 4.21307 6.08143
S3 -4.72025 3.88814 0.51670
H6 4.39670 1.75909 2.15484
H7 2.90870 5.75334 4.51878
H8 -0.43662 4.43103 -4.15418
C4 -5.69934 -1.96493 -1.38430
H9 -2.79839 0.80308 -3.39643
H10 1.98947 -0.71828 3.52387
C5 7.23531 -0.30250 2.55578
C6 0.47283 -2.15920 4.01525
O2 0.93515 -1.02232 0.03881
H11 -1.64640 0.25349 -1.48728
H12 -4.10398 4.69538 3.57641
C7 -0.17734 0.98261 -0.04438
C8 1.93342 -1.61899 4.12917
C9 -0.58317 -5.72525 -0.19398
Cl2 1.12840 -6.26925 -0.25746
H13 -0.68863 -5.08534 0.67545
H14 -0.34061 -0.42716 -4.24926
O3 1.83892 0.62276 1.27078
H15 1.89852 -2.11491 -5.01798
C10 -4.86593 1.54922 -2.90839
S4 -3.94920 -2.48750 0.39011
H16 -1.98579 -4.63231 -1.33173
H17 -0.70040 -2.17353 5.82400
H18 -4.24219 -0.20301 -3.89586
H19 -4.48905 2.53433 -2.62430
H20 -6.80276 2.37846 -3.42235
H21 -6.57671 3.95312 1.97969
H22 -0.32108 -4.13866 -1.60813
C11 -6.32957 -3.15017 -0.65013
H23 -5.11918 -4.49275 0.56257
C12 0.95632 0.20973 0.56504
O4 -2.77363 -3.29421 0.63754
H24 7.43922 -1.36013 2.69505
H25 4.38567 -4.69753 -2.11595
C13 2.25838 -1.40351 5.59103
H26 -5.87747 -3.22183 1.56449
Cl3 2.07427 1.31422 -2.93927
H27 -0.38965 5.10440 -1.68415
H28 4.27317 1.16614 -2.17589
H29 3.29990 -1.51901 5.89013
H30 8.23917 0.38305 0.76680
H31 3.60187 -4.86652 0.51512
H32 3.98701 -1.93439 0.90399
H33 -2.14609 4.78594 -4.18384
H34 1.14089 5.51482 4.25423
O5 2.18926 -3.90224 6.43488
H35 1.92755 -0.43587 5.96858
C14 -1.21039 5.04639 -3.69935
O6 4.82380 -1.26832 3.07873
H36 -5.74164 3.12693 -5.58040
O7 -3.06037 2.84937 -5.15977
H37 1.91893 4.27269 2.49432
C15 0.27516 -1.22701 -6.15832
O8 -4.09219 -1.23284 1.08660
H38 -0.21881 -1.47595 -7.09698
C16 -5.58947 2.10311 -5.25448
O9 -4.48050 5.02342 -0.33673
H39 -6.51931 0.70811 -3.93978
C17 -5.57224 4.36143 2.03874
H40 -2.63798 4.26024 1.51886
C18 3.73214 3.22372 -1.94828
H41 2.54102 -2.85089 0.49728
H42 -1.17436 -6.63286 -0.09998
H43 -6.02986 -1.84414 -2.41799
O10 -5.41805 2.74448 -0.02315
H44 -0.69865 -2.21177 -0.50894
H45 -5.95821 -1.02529 -0.89053
H46 3.37020 3.70906 3.35636
H47 -3.54547 -1.41628 -1.68438
H48 2.88731 2.18994 5.57467
Cl4 2.51873 4.22645 -1.11951
H49 -4.30548 1.86915 2.43858
O11 5.56782 0.75191 4.34482
H50 -7.33936 -2.91115 -0.32145
H51 -1.66094 -0.33490 -5.53476
H52 1.89005 1.81280 3.39025
C19 5.50943 -4.27283 -0.33394
S5 3.90637 -2.49038 -1.38181
C20 1.85957 2.54167 5.42304
C21 0.15145 -3.34151 -4.74830
C22 6.32475 1.43457 1.07094
O12 3.26949 4.35576 6.73645
C23 3.43293 1.77044 -1.84282
O13 0.78691 4.56456 6.75810
H53 -5.20490 1.10853 -1.97286
C24 -5.45706 -3.45825 0.59182
H54 -6.04589 1.41042 -5.96002
H55 -2.70913 2.63112 0.71612
C25 -4.20428 -2.21310 -1.35693
H56 5.73995 -3.57957 -2.41667
C26 -0.79823 -0.86673 -5.13924
O14 -1.64174 -2.28604 -3.08793
S6 -3.84659 1.66074 -5.31967
H57 -5.27979 3.50941 4.04584
C27 0.02585 -2.82082 5.32516
C28 1.55822 2.69181 3.93691
H58 7.86147 0.32955 3.18471
H59 -5.59747 5.44837 2.07427
C29 2.08896 5.04182 4.50101
C30 -0.22627 -1.27021 -0.76857
C31 -0.97191 -4.99652 -1.45756
H60 0.35260 -2.82403 3.15934
H61 -1.92929 -0.26456 0.15718
H62 -2.08260 5.51052 -1.83759
C32 -3.22134 3.35619 1.33801
H63 5.80209 -5.32643 -0.32100
H64 1.19997 1.92440 6.02500
H65 4.72165 -4.20014 1.69693
S7 1.39604 -2.70449 6.47707
H66 1.40701 -3.04950 -6.45702
H67 4.69252 3.41599 -1.46538
C33 -3.83221 0.79805 -3.73425
H68 3.82356 3.54821 -2.98129
H69 6.75420 2.32556 1.53006
H70 -6.35481 -4.03270 -1.28654
H71 -0.42967 -3.80322 5.25859
C34 7.22649 0.18745 1.11050
C35 4.36869 -4.10036 0.67381
C36 5.04921 0.98283 1.75027
C37 2.30619 3.93377 3.45397
C38 3.61770 -2.80457 0.36311
H72 -0.20332 -1.33631 3.76817
H73 0.47586 2.83469 3.86490
O15 -3.63381 0.73937 -6.39898
O16 -2.45163 -2.94330 -5.34176
H74 -0.08482 -4.28920 -5.22258
H75 0.12063 -1.31201 -1.79826
H76 6.12493 1.67154 0.02382
H77 3.12291 1.47084 -0.84485
Cl5 -1.82011 3.18497 -1.81106
H78 6.41967 -3.75015 -0.03476
O17 4.63837 -1.24521 -1.47787
C39 -3.75494 2.79177 2.64611
O18 2.69112 -2.66441 -2.13520
C40 -1.30672 4.83667 -2.20277
H79 0.24232 1.61958 -0.82692
S8 5.55077 -0.02592 3.14154
H80 -0.64679 1.68830 0.64056
C41 4.98167 -3.88767 -1.70000
Cl6 -0.85917 6.76519 -3.99636
H81 -2.94404 2.51486 3.31964
H82 2.57594 -2.38575 3.70243
C42 -4.69651 3.86016 3.19538

Forces on atoms 1 to 3 (eV/Å):
S 0.6 0.5 -0.2
Cl 0.0 -0.1 -0.1
C -0.2 0.0 0.1



Below is 14 unconnected molecules or ions with the total composition C42H83N9O24 in a non-equilibrium geometry, with properties calculated with ωB97M-V/def2-TZVPD.

**LUMO level**: 0.33 eV
**Gap between HOMO and LUMO**: 9.82 eV

Atoms and positions in Å:
H1 0.96500 -2.68960 -5.45164
H2 6.00022 2.97003 0.83805
H3 1.10086 3.16235 -2.14886
H4 4.11094 3.36766 4.89877
H5 -2.19909 -7.33733 -0.57384
O1 -1.46165 -2.09070 -6.98099
H6 5.03102 4.81766 5.62563
O2 -3.40030 -1.97675 -5.87123
H7 1.20416 0.87643 -2.91416
C1 6.10512 -0.89108 2.16155
H8 -3.95988 -2.14556 -3.87498
H9 0.62648 4.32142 0.30192
C2 -2.28782 -2.55434 -6.27082
H10 3.18737 -2.75015 -4.31574
C3 5.06086 3.86518 5.07276
H11 1.78698 1.58601 -4.34439
C4 -3.08411 0.91751 -5.03167
C5 0.70473 -1.91779 -4.66483
N1 2.73831 -2.42550 -3.45506
H12 5.71959 3.15129 5.60418
H13 -4.22207 3.83230 -0.94946
C6 5.56867 -2.41769 0.50477
O3 -2.71283 -5.34640 2.25010
C7 0.06356 -3.94162 0.09081
H14 -5.13270 -4.83790 2.16007
O4 -0.50563 2.29299 -4.58951
C8 -2.67908 3.93504 1.52290
H15 -4.03902 0.79921 -4.48463
H16 -3.18613 4.69187 0.97023
H17 5.22320 -0.35300 2.51586
O5 2.74679 1.21068 5.16278
H18 -4.93259 -3.00051 2.25400
C9 -3.96390 -2.81477 -4.78441
H19 -1.89929 4.62318 -6.17520
H20 2.34865 3.68317 -3.33269
H21 -0.92917 0.82479 2.94337
H22 -0.46699 -3.19897 0.69524
C10 2.13399 -0.68493 3.84338
H23 2.89642 -1.48528 3.83852
H24 6.31294 4.66739 1.42451
C11 -3.05311 -4.07370 -4.76371
H25 -0.63423 -2.42714 2.95543
H26 -0.31120 -2.17681 -4.35350
H27 -0.57355 1.96790 5.58833
O6 1.63267 0.53872 6.97869
H28 -3.57861 1.83326 5.44962
N2 -0.70975 -5.15687 -0.04457
C12 -1.51154 2.94147 -4.93342
C13 6.48797 3.60440 1.61508
O7 0.47822 1.19577 1.52736
O8 1.02701 -1.48951 -2.37296
H29 -1.80009 -1.45514 -0.06924
H30 -3.51337 3.00813 -5.49765
O9 -3.01788 -0.28331 3.29081
H31 -4.31491 0.14685 5.43566
H32 -1.51603 3.08980 4.69597
H33 -0.56689 -5.91511 0.54008
H34 4.29566 -3.33254 -2.38532
H35 -3.26544 -0.53792 -1.98033
H36 -6.82059 -4.31321 -0.64324
O10 -2.30263 -4.13424 -1.18694
N3 -4.60849 -2.18309 -1.75061
C14 -3.35427 0.75466 5.37597
C15 -1.44038 -0.49629 0.32812
H37 -1.30686 2.38793 0.89144
H38 6.27709 0.56828 0.73187
H39 -4.80184 -0.52626 -2.93177
H40 0.24041 -0.93762 -0.71429
O11 1.42979 -0.61654 5.05370
C16 6.65205 -0.41999 0.86678
N4 -2.56448 -3.15592 2.93847
O12 6.28201 1.97185 3.35819
C17 0.80845 0.37829 0.67355
C18 1.42923 4.88476 0.79941
H41 -2.96919 0.49777 -6.04730
N5 -1.35944 1.11737 3.81699
C19 3.69797 1.62214 -1.90582
H42 -3.10534 3.96544 -2.45406
O13 -1.33236 2.53902 -1.57733
H43 4.22683 -1.66281 -2.21024
C20 1.91211 0.37827 5.84637
H44 -3.58437 -4.92790 -5.06765
C21 1.50005 -1.92241 -3.39753
C22 3.58559 -2.55575 -2.29172
H45 7.56502 3.45483 1.48172
C23 -2.77308 -6.39787 -0.46392
H46 3.01743 -2.63018 -1.36682
C24 -0.85950 2.20830 4.56969
H47 -2.51821 -4.32879 -3.81476
C25 -2.57277 0.50717 4.12532
C26 -5.96905 -2.51541 -1.58562
H48 -1.21398 -2.91303 4.54707
H49 -3.05811 5.05259 -0.96464
H50 0.04320 2.64537 4.14008
O14 5.06045 -3.38201 0.00481
C27 -1.23993 -3.18859 3.49084
C28 -3.18131 -4.22316 2.39913
H51 -3.46904 -6.27826 -1.31625
H52 1.98141 2.89039 1.51696
C29 2.92523 0.70597 3.84344
H53 -4.86285 -0.08893 -1.30621
C30 -6.27379 -3.98970 -1.54064
N6 -2.77246 2.38589 -5.10403
C31 -4.53590 -3.97402 1.85317
H54 7.68569 -0.59867 0.80853
H55 -3.36022 -6.45258 0.46065
O15 0.95829 5.69161 1.85305
H56 -6.82970 -4.09591 -2.49484
C32 2.40826 3.89635 1.42082
O16 4.53421 1.22372 -1.14750
H57 -5.01630 -3.01896 -5.06378
H58 -0.75923 -4.14465 3.46621
C33 1.69579 5.42194 2.99152
H59 -3.43224 3.36050 2.15302
H60 0.33692 -3.53809 -0.88391
H61 -1.88497 4.98560 -4.51014
H62 4.00494 0.67225 3.66318
C34 -1.37294 4.38531 -5.25218
H63 0.96976 -4.17504 0.64459
H64 -2.36794 0.51959 -4.33076
N7 5.76158 4.13768 3.82079
O17 6.06079 -1.28581 -0.13741
O18 3.29354 0.96462 -2.96776
H65 -3.03516 -2.23626 2.92137
C35 -3.23711 4.04401 -1.33535
H66 1.93311 5.61256 0.18953
H67 -1.91791 0.24809 -0.28221
H68 2.79215 -0.40760 0.90084
C36 -2.10380 3.11957 -0.83680
H69 2.73779 1.11909 0.15589
C37 6.20045 3.12859 3.00837
C38 -4.33290 -0.77678 -1.93288
O19 -6.84377 -1.66685 -1.73283
H70 6.76910 -0.92289 3.04114
H71 2.63335 1.45273 3.05968
H72 -2.74923 0.60810 6.30165
N8 -1.99958 3.05782 0.54441
O20 -2.11813 -3.81427 -5.76704
H73 -5.43784 -4.59214 -1.67529
H74 3.36819 3.88310 0.90075
C39 1.93784 1.56440 -3.32310
H75 -1.88711 4.39671 2.13776
H76 0.62873 -0.93976 -5.15693
H77 5.69061 4.99915 3.33016
H78 1.36633 -0.77908 3.07691
H79 -4.47974 -3.95318 0.77923
H80 -3.91361 -2.83323 -1.44394
O21 5.61001 -2.20994 1.82205
O22 2.62017 4.41264 2.72655
H81 2.34640 -0.30951 -0.72781
O23 2.98633 2.74651 -1.61246
C40 -1.92025 -5.11596 -0.57129
C41 2.22378 0.17710 0.22904
N9 -0.04229 -0.46626 0.11699
O24 1.50910 5.94097 4.04402
C42 2.00835 2.87589 -2.67013
H82 -1.64569 -0.38515 1.40836
H83 -0.29659 4.70353 -5.27402

Forces on atoms 1 to 3 (eV/Å):
H 0.1 0.9 1.0
H 0.1 0.5 0.7
H -0.4 0.0 -0.4